1.
The following is a quantum chemistry calculation of C21H27N3O2 in the gas phase, from the OMol25 dataset.

Calculated values
relative energy (zero: lowest compared OMol25 entry of this formula, charge and spin) = 43.92 kcal/mol
lowest unoccupied orbital energy = 0.63 eV
SMILES = COc1ccc(N2CCN(CC(=O)Nc3ccc(C)c(C)c3)CC2)cc1
highest occupied orbital energy = -7.28 eV

ORCA input file:
```
! wB97M-V def2-TZVPD RIJCOSX def2/J DEFGRID3
* xyz 0 1
C -5.12403 -1.69979 -0.30894
O -4.25258 -1.15408 0.64723
C -2.90270 -1.35547 0.48141
C -2.30825 -1.91478 -0.63809
C -0.93222 -2.03770 -0.71372
C -0.09209 -1.62473 0.32358
N 1.29043 -1.77278 0.23662
C 1.83341 -1.82101 -1.11114
C 3.36962 -1.78939 -1.18220
N 4.03450 -0.93047 -0.23846
C 4.20276 0.48172 -0.53584
C 3.07962 1.38547 -0.01177
O 3.18445 1.97792 1.04179
N 1.97647 1.40422 -0.80745
C 0.65911 1.74179 -0.45911
C 0.32185 2.29131 0.77009
C -1.00964 2.50610 1.07184
C -2.02442 2.19712 0.17899
C -3.45775 2.41392 0.55236
C -1.68256 1.66789 -1.06896
C -2.74404 1.33884 -2.07233
C -0.35025 1.44643 -1.37012
C 3.59123 -1.26836 1.09311
C 2.07488 -1.15614 1.29615
C -0.71376 -1.08104 1.45540
C -2.08228 -0.94642 1.52752
H -6.13018 -1.49361 0.05400
H -4.99643 -1.23329 -1.29290
H -4.98912 -2.78211 -0.40593
H -2.89923 -2.25738 -1.47365
H -0.52899 -2.48185 -1.60887
H 1.51880 -2.76311 -1.57422
H 1.40716 -1.00614 -1.71702
H 3.67110 -1.52322 -2.19843
H 3.74306 -2.80013 -0.97885
H 4.32998 0.59683 -1.61454
H 5.12403 0.80614 -0.03797
H 2.06164 0.95458 -1.70889
H 1.09214 2.53923 1.48071
H -1.26354 2.92306 2.03561
H -3.53146 2.91197 1.51559
H -3.96875 3.02115 -0.19379
H -3.97615 1.45768 0.62040
H -3.48991 0.68310 -1.62881
H -3.25253 2.24530 -2.40147
H -2.31765 0.84594 -2.94251
H -0.09066 1.02522 -2.33351
H 4.08627 -0.61420 1.81233
H 3.90907 -2.29960 1.28064
H 1.82753 -1.66813 2.23235
H 1.80398 -0.09896 1.41411
H -0.13669 -0.74551 2.29944
H -2.53994 -0.51279 2.40245
*
```

=====

2.
The following is a quantum chemistry calculation of C21H20N2O5S in the gas phase, from the OMol25 dataset.

Calculated values
relative energy (zero: lowest compared OMol25 entry of this formula, charge and spin) = 83.64 kcal/mol
lowest unoccupied orbital energy = -0.45 eV
SMILES = O=C(NC1(C(=O)NO)CCS(=O)(=O)CC1)c1ccc(C#Cc2ccccc2)cc1
highest occupied orbital energy = -8.97 eV

ORCA input file:
```
! wB97M-V def2-TZVPD RIJCOSX def2/J DEFGRID3
* xyz 0 1
O -1.45125 -2.62608 -0.44348
C -0.60548 -1.78683 -0.12378
N 0.53079 -2.21843 0.54355
C 0.83943 -3.48474 1.21604
C 1.13194 -4.57753 0.13529
O 2.23484 -5.13456 -0.00251
N 0.16611 -4.97497 -0.77577
O 0.46815 -5.80767 -1.88297
C -0.37555 -3.87040 2.07958
C -0.14940 -5.09437 2.98667
S 1.14739 -4.76283 4.13835
O 0.85170 -3.60323 4.99871
O 1.33840 -5.91838 4.97498
C 2.53331 -4.36156 3.02967
C 2.07240 -3.19997 2.08983
C -0.70843 -0.37272 -0.49610
C -1.41124 0.02749 -1.64442
C -1.41670 1.38567 -2.08012
C -0.78655 2.39151 -1.35625
C -0.84214 3.75731 -1.75925
C -0.86800 4.95961 -2.03770
C -0.96261 6.35789 -2.32544
C 0.17537 7.10774 -2.61983
C 0.14864 8.48292 -2.79333
C -1.12213 9.13390 -2.67294
C -2.27792 8.35613 -2.48465
C -2.17942 6.98707 -2.25985
C -0.09937 2.02127 -0.22511
C -0.07349 0.67293 0.22739
H 1.22384 -1.49788 0.66244
H -0.68259 -4.40319 -0.83306
H 1.40904 -6.14769 -1.88600
H -0.62266 -3.02797 2.71476
H -1.25927 -4.07550 1.42536
H 0.11414 -5.99155 2.43515
H -1.05538 -5.29568 3.55056
H 3.37704 -4.09965 3.63781
H 2.78001 -5.28400 2.48741
H 1.93595 -2.30338 2.71321
H 2.88188 -2.95964 1.34797
H -1.88388 -0.73633 -2.21271
H -1.97286 1.58938 -3.02188
H 1.15535 6.65222 -2.69864
H 1.06691 9.03544 -2.99724
H -1.17930 10.22118 -2.79926
H -3.27529 8.81815 -2.48428
H -3.11388 6.46879 -2.04684
H 0.32979 2.75426 0.41896
H 0.46238 0.43588 1.14968
*
```

=====

3.
The following is a quantum chemistry calculation of 3 unconnected molecules or ions with the total composition C30H33FN2O9S2, from the OMol25 dataset.

Calculated values
lowest unoccupied orbital energy = -1.49 eV
SMILES = CC[C@@H](F)c1c(CCCCS(=O)(=O)O)c(CCCCOC=O)cc2nsnc12.O=C1C=CC(=O)C=C1.O=C1C=CC(=O)C=C1
highest occupied orbital energy = -8.66 eV

ORCA input file:
```
! wB97M-V def2-TZVPD RIJCOSX def2/J DEFGRID3
* xyz 0 1
C 3.81398 -1.27890 2.75476
C 4.81284 -0.51580 1.74905
C 4.34289 -0.48441 0.21196
F 5.24674 -1.35247 -0.52155
C 2.79692 -0.79768 -0.03252
C 1.62351 0.17965 0.27601
C 1.89149 1.61951 0.91084
C 1.46568 1.70541 2.47496
C 2.43706 2.82763 3.14951
C 1.86009 3.30881 4.58517
S 3.18506 4.28673 5.49110
O 4.58369 3.84505 5.10906
O 2.94400 4.10909 6.96311
O 3.09681 5.93369 5.15684
C 0.12268 -0.26565 -0.03228
C -1.12956 0.72314 0.28911
C -2.28355 -0.10381 1.04661
C -2.94666 0.66636 2.30582
C -4.56220 0.53929 2.13468
O -4.96170 1.55286 1.15326
C -5.64789 0.96536 0.04904
O -6.66349 1.59757 -0.37358
C -0.26290 -1.65286 -0.62963
C 0.86814 -2.68184 -0.99159
N 0.69679 -4.01312 -1.56412
S 2.29856 -4.58609 -1.74698
N 3.19114 -3.28760 -1.11426
C 2.36491 -2.18836 -0.67707
H 4.48072 -1.73805 3.58658
H 3.24086 -2.15352 2.29759
H 3.14872 -0.51230 3.29601
H 4.96492 0.54726 2.14092
H 5.81900 -1.08871 1.79627
H 4.54698 0.58085 -0.17864
H 2.99272 1.88787 0.75610
H 1.28221 2.45418 0.38377
H 0.39367 2.12974 2.59161
H 1.49427 0.70147 3.01772
H 2.35444 3.75149 2.45236
H 3.52680 2.47948 3.20617
H 0.96956 4.02865 4.41720
H 1.48593 2.42208 5.22109
H 2.54024 6.08914 4.34644
H -1.51698 1.09637 -0.73230
H -0.80027 1.65746 0.87624
H -1.95613 -1.13440 1.42900
H -3.12564 -0.29230 0.27134
H -2.60968 1.75066 2.42779
H -2.68543 0.11008 3.28347
H -4.86335 -0.48648 1.69625
H -5.06965 0.67113 3.14963
H -5.32681 -0.01479 -0.45926
H -1.36327 -1.93247 -0.79956
O 4.85514 -5.20087 -2.73371
C 5.80922 -4.67887 -3.28099
C 6.23539 -3.30742 -2.93309
C 7.27943 -2.73456 -3.53421
C 8.05476 -3.44694 -4.57169
O 9.00853 -2.92455 -5.11851
C 7.62776 -4.81928 -4.91935
C 6.58405 -5.39200 -4.31843
H 5.65683 -2.80003 -2.17043
H 7.60525 -1.73060 -3.29247
H 8.20572 -5.32702 -5.68167
H 6.25793 -6.39605 -4.55992
O -11.49871 3.52628 -3.03614
C -10.89838 2.48502 -3.22853
C -9.77030 2.07787 -2.36462
C -9.11202 0.93775 -2.57788
C -9.48299 0.03212 -3.68561
O -8.88273 -1.00958 -3.87846
C -10.61129 0.43904 -4.54993
C -11.26959 1.57910 -4.33670
H -9.51144 2.75176 -1.55726
H -8.28314 0.62512 -1.95519
H -10.86977 -0.23515 -5.35721
H -12.09852 1.89238 -4.95911
*
```

=====

4.
The following is a quantum chemistry calculation of a molecular structure, C22H27AsN5O7P2SW, from the OMol25 dataset.

Calculated values
relative energy (zero: lowest compared OMol25 entry of this formula, charge and spin) = 42.12 kcal/mol
lowest unoccupied orbital energy = -2.74 eV
highest occupied orbital energy = -9.42 eV

ORCA input file:
```
! wB97M-V def2-TZVPD RIJCOSX def2/J DEFGRID3
* xyz 1 1
W 0.09240 -0.13490 0.32640
S 2.26170 0.25420 1.53180
C 1.89180 1.07670 3.04560
C 2.75220 0.93010 4.12840
C 2.47860 1.56150 5.32330
C 1.34520 2.35360 5.44750
C 0.49530 2.52730 4.36910
C 0.75650 1.90450 3.14260
As -0.47050 1.83710 1.58810
C 0.15980 3.41100 0.47600
C 1.50470 3.44190 0.09800
C 1.95070 4.34600 -0.84890
C 1.04510 5.17620 -1.49910
C -0.30260 5.10580 -1.18420
C -0.74580 4.23670 -0.20040
C -2.01380 2.85580 2.46940
C -1.89810 4.20750 2.83200
C -2.88510 4.80640 3.59810
C -3.98500 4.07000 4.01780
C -4.09190 2.72550 3.69460
C -3.10660 2.11890 2.93090
H 3.63290 0.31810 4.01020
H 3.15130 1.43230 6.15730
H 1.12820 2.83620 6.38750
H -0.39060 3.14310 4.45820
H 2.20620 2.76200 0.57810
H 3.00460 4.40400 -1.08550
H 1.38850 5.88310 -2.24000
H -1.01290 5.73800 -1.69870
H -1.79450 4.20330 0.08680
H -1.02800 4.75920 2.47820
H -2.79810 5.84790 3.87220
H -4.75560 4.54160 4.60750
H -4.94210 2.15460 4.03990
H -3.17310 1.06760 2.66500
O 0.35350 -3.39930 2.69410
P 0.04250 -2.28360 1.66070
O 1.04380 -2.07980 0.57000
O -0.26150 -0.94640 2.25990
O -1.32990 -2.77990 0.94310
P -1.82950 -1.70980 -0.17630
O -3.06830 -2.38080 -0.83070
O -0.71090 -1.48620 -1.13200
O -2.06890 -0.42620 0.56930
H 0.74250 -4.20330 2.35230
H -3.83900 -2.57510 -0.29980
C 3.40400 0.98800 -3.91560
N 2.68430 -0.12360 -3.30250
C 3.58910 -1.15290 -2.82550
C 1.62750 0.22820 -2.45800
N 1.54880 -0.06630 -1.13540
N 0.61580 0.94160 -3.04490
C -0.56990 1.30330 -2.49080
N -1.50500 1.90250 -3.32820
N -0.82620 1.12370 -1.16760
H 4.05400 0.59070 -4.69190
H 4.01270 1.53000 -3.18440
H 2.70730 1.68550 -4.37070
H 4.19570 -1.47610 -3.67090
H 3.01970 -2.00850 -2.46610
H 4.26420 -0.79780 -2.03550
H 2.36620 -0.62700 -0.88350
H 0.70860 1.07310 -4.04230
H -1.12590 2.26660 -4.19100
H -2.10320 2.57380 -2.86370
H -1.79250 1.41660 -0.99160
*
```

=====

Record-wise Kohn-Sham gap values, in eV: 7.9, 8.5, 7.2, 6.7